This record from the Open Molecules 2025 dataset describes a 13-piece molecular cluster, C52H143N13O13 overall in a non-equilibrium geometry. The level of theory is the ωB97M-V functional and the def2-TZVPD basis.

Last columns: bonded neighbours and bond lengths (Å).
Geometry (Å):
1 H 21.12555 8.14334 2.83536  C138 1.090
2 H 28.13551 0.80709 0.70380  C212 1.090
3 C 25.95191 2.93635 6.66655  H30 1.090, C113 1.568, N125 1.449, C156 1.577
4 C 14.70081 4.49974 3.87924  H83 1.090, H127 1.090, H183 1.090, O219 1.443
5 H 17.92131 5.07660 -1.49955  C40 1.090
6 H 16.30466 5.69818 -1.05320  C40 1.090
7 H 19.82696 0.26982 5.81180  C178 1.090
8 C 20.26205 9.65379 -0.00549  C27 1.584, C65 1.559, H139 1.090, N155 1.470
9 H 22.32670 -1.15560 8.65756  C111 1.090
10 H 27.35641 1.67740 5.40468  C156 1.090
11 N 31.47874 4.91634 0.05093  H152 1.010, C176 1.450, H220 1.010
12 H 20.87167 -2.16394 -0.72022  C147 1.090
13 H 24.69328 1.61877 7.29024  N125 1.010
14 H 19.60193 -3.11397 7.41642  C66 1.090
15 H 12.71041 5.70556 2.52345  C165 1.090
16 H 15.99673 -2.77592 -3.33782  C200 1.090
17 C 24.49663 -2.13170 10.15343  H115 1.090, H119 1.090, O141 1.429, C203 1.525
18 H 24.30844 -2.02575 7.79253  N44 1.010
19 H 12.42004 3.08825 1.48972  N82 1.010
20 H 25.81695 5.54380 12.49372  N24 1.010
21 H 16.43415 6.86185 -4.69145  C177 1.090
22 H 15.17690 3.71224 -4.34228  C64 1.090
23 H 15.32721 1.24974 -1.61482  C28 1.090
24 N 25.64832 4.63325 12.09054  H20 1.010, H29 1.010, C103 1.447
25 H 19.29443 8.50336 7.14145  C216 1.090
26 H 31.30295 3.87759 -2.30422  C102 1.090
27 C 20.45773 11.08926 -0.64512  C8 1.584, H158 1.090, H166 1.090, O213 1.450
28 C 15.75447 0.89252 -0.67783  H23 1.090, H81 1.090, O94 1.377, H214 1.090
29 H 26.47735 4.55313 11.51923  N24 1.010
30 H 26.64733 3.03779 7.49973  C3 1.090
31 H 25.37679 5.54753 9.41264  C135 1.090
32 H 25.06536 6.70827 10.68024  C135 1.090
33 H 19.35826 6.56788 4.65143  C189 1.090
34 N 17.90586 -1.10070 -3.68090  H70 1.010, C169 1.407, H215 1.010
35 H 22.38574 13.00947 -1.83969  C150 1.090
36 H 22.28648 1.75412 -2.22561  C43 1.090
37 H 18.33522 6.87198 -2.91769  C75 1.090
38 H 22.12709 1.08754 5.20776  N154 1.010
39 H 25.74020 1.55158 4.82322  C156 1.090
40 C 17.32626 5.97148 -1.31727  H5 1.090, H6 1.090, C75 1.561, H130 1.090
41 H 24.22229 2.90584 8.00812  N125 1.010
42 C 28.56179 -0.63138 3.71489  H59 1.090, H133 1.090, C142 1.568, H172 1.090
43 C 22.08584 1.15018 -1.34068  H36 1.090, C71 1.565, O104 1.427, H221 1.090
44 N 24.86149 -1.19670 7.95657  H18 1.010, H95 1.010, C203 1.438
45 O 23.00648 3.46496 9.63999  C161 1.400, C197 1.432
46 H 20.64898 -0.46247 7.31347  C178 1.090
47 H 28.34277 5.83263 4.25668  C68 1.090
48 H 18.39995 9.57616 0.95394  N155 1.010
49 H 18.86580 1.86008 1.27410  C159 1.090
50 H 21.05308 8.64624 7.38110  C216 1.090
51 H 22.59308 3.64084 -0.76031  C67 1.090
52 H 30.62965 0.13466 2.15396  N146 1.010
53 H 13.22629 6.37883 -0.74851  C105 1.090
54 H 25.03315 -0.06647 9.65628  C203 1.090
55 H 24.65882 0.54594 1.97420  C112 1.090
56 N 20.52869 -0.04690 -2.83959  C71 1.451, H121 1.010, H124 1.010
57 H 22.93818 4.41327 4.49062  C201 1.090
58 O 27.20997 4.46590 5.35493  C68 1.483, C113 1.404
59 H 29.08142 -1.52413 4.06286  C42 1.090
60 H 30.08275 5.70443 -1.17622  C176 1.090
61 H 17.89427 2.44453 2.57024  C159 1.090
62 H 30.01006 -0.45560 0.74744  N146 1.010
63 H 19.08469 8.85281 -1.77122  C65 1.090
64 C 15.94895 4.03995 -5.03843  H22 1.090, H89 1.090, H93 1.090, O97 1.453
65 C 19.91786 8.61082 -1.11140  C8 1.559, H63 1.090, H108 1.090, H129 1.090
66 C 20.28935 -3.12260 6.57055  H14 1.090, H96 1.090, C143 1.562, O186 1.431
67 C 22.10018 3.12106 0.06127  H51 1.090, O104 1.388, H137 1.090, H174 1.090
68 C 27.32578 5.76155 4.64240  H47 1.090, O58 1.483, H78 1.090, H207 1.090
69 H 19.26081 9.61986 3.95478  C79 1.090
70 H 18.63103 -0.53229 -3.26720  N34 1.010
71 C 21.04520 -0.00992 -1.48447  C43 1.565, N56 1.451, C147 1.607, H173 1.090
72 H 21.56966 6.97035 3.94748  C138 1.090
73 H 18.97435 -0.62062 6.92004  C178 1.090
74 H 28.33873 -1.72099 1.89826  C142 1.090
75 C 17.28137 6.76718 -2.65977  H37 1.090, C40 1.561, N120 1.499, C177 1.586
76 H 27.20446 -3.60905 11.56966  C92 1.090
77 H 18.36507 9.05800 5.14054  C79 1.090
78 H 26.98931 6.63906 5.19453  C68 1.090
79 C 19.28781 8.77004 4.63683  H69 1.090, H77 1.090, O123 1.414, C189 1.566
80 H 19.70423 1.75685 4.16902  C192 1.090
81 H 16.67595 1.41807 -0.42731  C28 1.090
82 N 12.01290 3.72062 0.81560  H19 1.010, H170 1.010, C217 1.484
83 H 15.01757 3.54281 4.29402  C4 1.090
84 H 23.71607 5.96527 9.68790  C135 1.090
85 H 29.40139 3.69229 1.11496  C100 1.090
86 N 18.42664 7.31711 2.83835  H180 1.010, H187 1.010, C189 1.448
87 H 20.36325 7.26990 6.52007  C216 1.090
88 H 22.88449 0.56957 8.59192  C111 1.090
89 H 15.41913 4.50552 -5.86948  C64 1.090
90 H 11.88029 5.32753 -1.16377  C105 1.090
91 H 22.71906 -4.99402 7.22086  C160 1.090
92 C 26.12689 -3.45764 11.50630  H76 1.090, O141 1.456, H188 1.090, H191 1.090
93 H 16.37620 3.11457 -5.42472  C64 1.090
94 O 15.86149 -0.48076 -0.68653  C28 1.377, C99 1.410
95 H 25.84906 -1.28610 7.76472  N44 1.010
96 H 19.89855 -3.97431 6.01381  C66 1.090
97 O 16.93030 4.94119 -4.45910  C64 1.453, C177 1.493
98 H 14.17276 6.25013 1.74505  C165 1.090
99 C 16.97523 -0.89190 -1.44686  O94 1.410, H134 1.090, C169 1.536, H171 1.090
100 C 29.11707 4.46764 0.40356  H85 1.090, O132 1.493, H136 1.090, C176 1.523
101 H 24.91099 2.84346 10.07052  C161 1.090
102 C 30.46449 3.66420 -1.64122  H26 1.090, H109 1.090, C176 1.531, H182 1.090
103 C 24.45472 4.74593 11.27965  N24 1.447, H117 1.090, C135 1.537, C161 1.591
104 O 21.38427 2.08311 -0.51947  C43 1.427, C67 1.388
105 C 12.40794 5.79230 -0.33091  H53 1.090, H90 1.090, H198 1.090, C217 1.494
106 H 20.89866 3.67391 5.04932  C164 1.090
107 H 21.94237 12.06219 -3.26602  C150 1.090
108 H 19.69033 7.63959 -0.67202  C65 1.090
109 H 30.61897 2.70486 -1.14736  C102 1.090
110 H 25.77538 4.06016 0.30765  C175 1.090
111 C 22.93173 -0.37938 9.12610  H9 1.090, H88 1.090, C203 1.570, H208 1.090
112 C 25.29260 0.50306 1.08843  H55 1.090, H149 1.090, O163 1.364, H196 1.090
113 C 25.89022 4.21857 5.76566  C3 1.568, O58 1.404, H157 1.090, H181 1.090
114 H 21.67130 2.08025 10.41635  C197 1.090
115 H 24.01347 -1.80043 11.07263  C17 1.090
116 H 19.57904 10.39065 1.59182  N155 1.010
117 H 23.61102 5.11472 11.86298  C103 1.090
118 H 22.67683 3.78370 2.94746  C201 1.090
119 H 23.95560 -2.92619 9.63946  C17 1.090
120 N 16.74047 8.09709 -2.22869  C75 1.499, H122 1.010, H151 1.010
121 H 20.58764 0.83511 -3.32815  N56 1.010
122 H 17.18082 8.53495 -1.43216  N120 1.010
123 O 20.42464 9.04929 5.42908  C79 1.414, C216 1.449
124 H 21.20777 -0.64114 -3.29327  N56 1.010
125 N 24.61590 2.61224 7.12553  C3 1.449, H13 1.010, H41 1.010
126 H 21.47536 3.73116 11.10304  C197 1.090
127 H 15.66678 5.00142 3.82144  C4 1.090
128 H 20.81745 12.84272 -2.27679  C150 1.090
129 H 20.80029 8.65954 -1.74940  C65 1.090
130 H 17.76773 6.59631 -0.54087  C40 1.090
131 H 20.83047 6.43094 2.49384  C138 1.090
132 O 27.77857 4.16286 -0.18446  C100 1.493, C175 1.440
133 H 27.56034 -0.69205 4.14093  C42 1.090
134 H 17.89313 -0.45130 -1.05772  C99 1.090
135 C 24.66847 5.81576 10.19651  H31 1.090, H32 1.090, H84 1.090, C103 1.537
136 H 28.94755 5.43697 0.87234  C100 1.090
137 H 21.32833 3.72575 0.53741  C67 1.090
138 C 20.76049 7.20659 3.25645  H1 1.090, H72 1.090, H131 1.090, C189 1.540
139 H 21.18840 9.33227 0.47053  C8 1.090
140 N 18.85571 -2.00668 4.92309  C143 1.503, H179 1.010, H190 1.010
141 O 25.84566 -2.41821 10.52672  C17 1.429, C92 1.456
142 C 28.64862 -0.70706 2.15129  C42 1.568, H74 1.090, N146 1.474, C212 1.560
143 C 20.14234 -1.84569 5.68258  C66 1.562, N140 1.503, H168 1.090, C178 1.497
144 H 23.52818 2.75597 3.97118  C201 1.090
145 H 15.36813 6.13169 -3.46597  C177 1.090
146 N 30.06141 -0.59419 1.74657  H52 1.010, H62 1.010, C142 1.474
147 C 21.61623 -1.38305 -0.87497  H12 1.090, C71 1.607, H184 1.090, H209 1.090
148 H 27.56817 1.11407 2.38735  C212 1.090
149 H 25.38480 1.53550 0.75127  C112 1.090
150 C 21.71845 12.23262 -2.21297  H35 1.090, H107 1.090, H128 1.090, O213 1.424
151 H 16.84874 8.78098 -2.96400  N120 1.010
152 H 32.15500 5.10853 -0.67421  N11 1.010
153 H 22.01022 -4.52170 8.60880  C160 1.090
154 N 21.86760 1.94397 5.67604  H38 1.010, C164 1.465, H205 1.010
155 N 19.38474 9.49676 1.16367  C8 1.470, H48 1.010, H116 1.010
156 C 26.31766 1.71998 5.73223  C3 1.577, H10 1.090, H39 1.090, H218 1.090
157 H 25.21748 3.99281 4.93829  C113 1.090
158 H 19.53641 11.42886 -1.11832  C27 1.090
159 C 18.76031 2.70067 1.95994  H49 1.090, H61 1.090, O185 1.440, H202 1.090
160 C 21.75550 -4.60710 7.55243  H91 1.090, H153 1.090, O186 1.372, H206 1.090
161 C 24.08748 3.39264 10.52694  O45 1.400, H101 1.090, C103 1.591, H204 1.090
162 H 15.37336 -1.52940 -4.44282  C200 1.090
163 O 26.37401 -0.28861 1.34043  C112 1.364, C212 1.482
164 C 21.47266 2.86129 4.60404  H106 1.090, N154 1.465, C192 1.537, C201 1.507
165 C 13.53077 5.38024 1.88369  H15 1.090, H98 1.090, C217 1.507, O219 1.440
166 H 20.58393 11.85362 0.12165  C27 1.090
167 H 26.74113 3.64033 1.67351  C175 1.090
168 H 20.90238 -1.61665 4.93561  C143 1.090
169 C 16.72521 -0.84290 -2.96124  N34 1.407, C99 1.536, C200 1.479, H210 1.090
170 H 11.28407 4.12229 1.38792  N82 1.010
171 H 17.12458 -1.93705 -1.17586  C99 1.090
172 H 29.09791 0.27822 3.98562  C42 1.090
173 H 20.13178 0.19384 -0.92568  C71 1.090
174 H 22.74928 2.60181 0.76635  C67 1.090
175 C 26.72648 4.28130 0.79202  H110 1.090, O132 1.440, H167 1.090, H195 1.090
176 C 30.20164 4.77437 -0.62038  N11 1.450, H60 1.090, C100 1.523, C102 1.531
177 C 16.39163 6.18667 -3.83681  H21 1.090, C75 1.586, O97 1.493, H145 1.090
178 C 19.96737 -0.58612 6.47192  H7 1.090, H46 1.090, H73 1.090, C143 1.497
179 H 18.65095 -1.19318 4.36060  N140 1.010
180 H 18.72469 8.06655 2.23039  N86 1.010
181 H 25.46181 5.09154 6.25808  C113 1.090
182 H 29.65070 3.58284 -2.36180  C102 1.090
183 H 14.18564 5.07091 4.65154  C4 1.090
184 H 22.32841 -1.85736 -1.55019  C147 1.090
185 O 19.90543 3.09253 2.73925  C159 1.440, C192 1.411
186 O 21.63299 -3.35463 7.00469  C66 1.431, C160 1.372
187 H 18.71757 6.56131 2.23484  N86 1.010
188 H 25.72283 -4.44535 11.28435  C92 1.090
189 C 19.38307 7.37915 3.92389  H33 1.090, C79 1.566, N86 1.448, C138 1.540
190 H 18.99968 -2.81837 4.33954  N140 1.010
191 H 25.68975 -3.08542 12.43284  C92 1.090
192 C 20.53720 2.16952 3.59984  H80 1.090, C164 1.537, O185 1.411, H194 1.090
193 H 21.05184 3.49926 9.44395  C197 1.090
194 H 21.04465 1.43167 2.97843  C192 1.090
195 H 26.63581 5.33942 1.03750  C175 1.090
196 H 24.65015 -0.07672 0.42571  C112 1.090
197 C 21.73514 3.15017 10.21812  O45 1.432, H114 1.090, H126 1.090, H193 1.090
198 H 11.70601 6.44810 0.18418  C105 1.090
199 H 14.72811 -1.62346 -2.83167  C200 1.090
200 C 15.64396 -1.74709 -3.40963  H16 1.090, H162 1.090, C169 1.479, H199 1.090
201 C 22.70682 3.47224 3.99158  H57 1.090, H118 1.090, H144 1.090, C164 1.507
202 H 18.49904 3.53134 1.30433  C159 1.090
203 C 24.41082 -0.88090 9.28546  C17 1.525, N44 1.438, H54 1.090, C111 1.570
204 H 23.68692 2.80924 11.35598  C161 1.090
205 H 22.69536 2.23765 6.17469  N154 1.010
206 H 21.00995 -5.34899 7.26632  C160 1.090
207 H 26.63833 5.78082 3.79674  C68 1.090
208 H 22.30585 -0.29754 10.01474  C111 1.090
209 H 22.04964 -1.25280 0.11664  C147 1.090
210 H 16.49389 0.18556 -3.23846  C169 1.090
211 H 13.84390 4.26917 0.11277  C217 1.090
212 C 27.67501 0.37577 1.59262  H2 1.090, C142 1.560, H148 1.090, O163 1.482
213 O 21.60064 10.98749 -1.53199  C27 1.450, C150 1.424
214 H 15.10609 1.02917 0.18764  C28 1.090
215 H 18.24401 -2.04926 -3.60359  N34 1.010
216 C 20.27112 8.34344 6.68471  H25 1.090, H50 1.090, H87 1.090, O123 1.449
217 C 13.01719 4.79048 0.59534  N82 1.484, C105 1.494, C165 1.507, H211 1.090
218 H 26.19706 0.76107 6.23625  C156 1.090
219 O 14.10070 4.26159 2.58892  C4 1.443, C165 1.440
220 H 31.66285 4.07148 0.57288  N11 1.010
221 H 22.99983 0.78994 -0.86851  C43 1.090

Results
ΔE to the lowest compared entry with this formula, charge and spin in eV: 8.414
Frontier orbital gap in eV: 8.8
Net charge: 0
LUMO level in eV: 0.48
HOMO energy in eV: -8.319